{
  "formula": "CH2O2S3",
  "method": "the ωB97M-V functional and the def2-TZVPD basis",
  "de_lowest_kj_mol": 224.9,
  "e_homo_ev": -7.915,
  "gap_ha": 0.2488,
  "max_force_ev_per_a": 3.1,
  "species": ["C", "O", "O", "S", "S", "S", "H", "H"],
  "xyz": [[0.0331, 0.1616, -0.0984], [-0.5876, -0.8091, -0.1416], [-1.1579, 1.5557, 0.7789], [-2.2286, 0.6096, 1.3476], [2.7949, -0.0800, -1.1150], [1.3753, 1.0309, 0.1015], [-3.3679, 0.8213, 0.4889], [2.0381, -1.2759, -1.0001]],
  "mulliken_charge": [0.720, -0.298, -0.511, -0.070, -0.210, 0.045, 0.119, 0.205]
}

{
  "formula": "C42H36BFN2O5",
  "method": "the ωB97M-V functional and the def2-TZVPD basis",
  "e_homo_ev": -9.762,
  "gap_ha": 0.3182,
  "max_force_ev_per_a": 1.6,
  "species": ["C", "C", "C", "C", "C", "C", "C", "N", "C", "F", "C", "C", "C", "C", "N", "B", "O", "C", "C", "H", "H", "H", "H", "H", "H", "H", "H", "H", "H", "H", "H", "H", "H", "H", "H", "H", "H", "H", "H", "C", "C", "C", "C", "C", "C", "C", "O", "C", "C", "C", "C", "C", "C", "C", "O", "H", "H", "H", "H", "H", "H", "H", "H", "C", "C", "C", "C", "C", "C", "C", "O", "C", "C", "C", "C", "C", "C", "C", "O", "H", "H", "H", "H", "H", "H", "H", "H"],
  "xyz": [[1.0477, 1.8850, 2.9521], [1.9622, 1.1300, 3.1865], [3.0271, 0.1388, 3.5933], [3.4735, -0.7798, 2.3796], [4.9876, -1.1602, 2.3908], [5.3637, -2.4142, 3.2548], [4.7911, -2.3217, 4.6879], [4.2719, -2.2751, 5.7198], [4.8613, -3.7787, 2.6831], [3.4542, -3.8845, 2.8875], [5.0564, -3.8816, 1.1335], [4.8615, -5.3322, 0.5869], [6.9560, -2.3590, 3.4449], [7.6721, -3.6174, 2.9708], [7.9622, -4.6960, 2.6682], [7.4035, -1.9868, 4.9677], [7.3184, -0.6128, 5.3030], [7.9532, -3.0255, 6.0414], [7.1021, -4.3401, 6.1965], [0.2162, 2.5881, 2.9550], [2.5508, -0.5513, 4.3337], [3.8987, 0.5872, 4.1138], [3.3149, -0.1502, 1.4669], [2.7722, -1.6322, 2.2826], [5.3901, -1.2379, 1.3545], [5.5417, -0.2994, 2.8484], [5.2806, -4.6646, 3.2162], [4.2697, -3.2435, 0.6614], [6.0510, -3.4375, 0.8928], [5.4424, -5.4759, -0.3547], [5.1059, -6.1309, 1.3169], [3.7917, -5.4424, 0.2841], [7.3465, -1.5214, 2.8135], [6.4280, -0.3748, 5.6067], [9.0285, -3.2907, 5.8691], [7.9363, -2.5128, 7.0358], [7.4731, -4.8899, 7.0962], [7.2367, -5.0479, 5.3429], [6.0241, -4.1478, 6.3745], [-3.8904, 3.2753, -0.9577], [-4.3863, 4.0021, -2.0371], [-3.5284, 4.7697, -2.8105], [-2.1726, 4.8241, -2.5019], [-1.6800, 4.1147, -1.4055], [-2.5413, 3.3320, -0.6422], [-0.2450, 4.1998, -1.0326], [0.1868, 3.5796, -0.0803], [0.6522, 5.0648, -1.8407], [1.9871, 5.2011, -1.4720], [2.8371, 5.9956, -2.2266], [2.3595, 6.6505, -3.3584], [1.0288, 6.5221, -3.7266], [0.1692, 5.7370, -2.9643], [-1.2619, 5.6354, -3.3488], [-1.6807, 6.2100, -4.3352], [-4.5599, 2.6685, -0.3604], [-5.4425, 3.9662, -2.2752], [-3.9158, 5.3299, -3.6526], [-2.1595, 2.7698, 0.2011], [2.3630, 4.6903, -0.5938], [3.8749, 6.1044, -1.9350], [3.0264, 7.2653, -3.9511], [0.6589, 7.0366, -4.6049], [-6.1665, 0.4767, -6.4013], [-6.8748, -0.5762, -6.9737], [-7.6560, -1.4021, -6.1796], [-7.7234, -1.1860, -4.8069], [-6.9944, -0.1447, -4.2299], [-6.2251, 0.6922, -5.0329], [-7.0165, 0.0703, -2.7609], [-6.3843, 0.9803, -2.2596], [-7.8175, -0.8516, -1.9164], [-7.8048, -0.7003, -0.5330], [-8.5595, -1.5473, 0.2644], [-9.3379, -2.5441, -0.3171], [-9.3499, -2.7025, -1.6946], [-8.5832, -1.8638, -2.4975], [-8.5773, -2.0660, -3.9690], [-9.2539, -2.9383, -4.4774], [-5.5637, 1.1265, -7.0244], [-6.8181, -0.7507, -8.0415], [-8.2099, -2.2173, -6.6285], [-5.6685, 1.5090, -4.5897], [-7.2029, 0.0761, -0.0770], [-8.5440, -1.4308, 1.3414], [-9.9326, -3.2007, 0.3066], [-9.9529, -3.4820, -2.1439]],
  "mulliken_charge": [0.145, -0.969, -0.192, -0.954, -1.348, 2.568, -1.289, -0.584, -0.073, -0.424, -0.580, -1.328, 0.241, -0.333, -0.592, 0.452, -0.574, -0.425, -0.922, 0.434, 0.272, 0.212, 0.463, 0.351, 0.492, 0.589, 0.578, 0.301, 0.450, 0.334, 0.297, 0.352, 0.243, 0.352, 0.330, 0.282, 0.373, 0.230, 0.266, -0.494, -0.464, -0.696, 0.359, 0.287, -0.629, 0.522, -0.695, 0.175, -0.560, -0.505, -0.452, -0.599, 0.257, 0.502, -0.678, 0.472, 0.433, 0.463, 0.517, 0.500, 0.396, 0.400, 0.465, -0.582, -0.428, -0.637, 0.419, 0.095, -0.540, 0.421, -0.647, 0.217, -0.453, -0.558, -0.449, -0.614, 0.251, 0.528, -0.672, 0.412, 0.392, 0.468, 0.617, 0.497, 0.406, 0.391, 0.466]
}

{
  "formula": "C27H39MnN2O5",
  "method": "the ωB97M-V functional and the def2-TZVPD basis",
  "de_lowest_kj_mol": 0.0,
  "s2": 6.2006,
  "e_homo_ev": [-7.273, -8.289],
  "gap_ha": [0.2349, 0.3105],
  "max_force_ev_per_a": 2.4,
  "spin_multiplicity": 5,
  "species": ["O", "C", "C", "H", "H", "C", "H", "H", "C", "H", "H", "H", "C", "H", "H", "H", "Mn", "C", "C", "C", "H", "C", "C", "H", "H", "H", "H", "C", "C", "C", "H", "C", "C", "H", "H", "H", "H", "O", "C", "C", "H", "H", "C", "H", "H", "C", "H", "H", "H", "H", "C", "C", "C", "C", "C", "C", "O", "N", "C", "O", "N", "C", "O", "H", "H", "H", "H", "H", "H", "H", "H", "H", "H", "H"],
  "xyz": [[-4.4966, 1.3158, -4.2865], [-4.2828, 0.5975, -5.5481], [-5.3925, 1.3241, -6.2966], [-4.4632, -0.4728, -5.3887], [-3.2762, 0.7751, -5.9487], [-5.6006, 2.0203, -4.9224], [-6.2316, 0.6836, -6.5789], [-5.0424, 2.0064, -7.0781], [-6.9502, 1.6701, -4.3377], [-7.1157, 0.5896, -4.3724], [-7.7217, 2.1638, -4.9430], [-7.0422, 2.0110, -3.3020], [-5.4067, 3.5160, -4.9928], [-4.4498, 3.7666, -5.4584], [-5.4533, 3.9674, -3.9975], [-6.2111, 3.9427, -5.6048], [1.1430, 0.8898, 2.0767], [2.5750, 2.3183, 1.6957], [3.2774, 1.2403, 1.0254], [2.6735, 1.0242, -0.2452], [4.2425, 0.8402, 1.3387], [1.5767, 1.9042, -0.3807], [1.4343, 2.6489, 0.8353], [0.8014, 3.5218, 0.9651], [2.9397, 2.9084, 2.5260], [3.0575, 0.3553, -1.0137], [1.0321, 2.0949, -1.3028], [0.2636, 0.9145, 4.0808], [-0.0396, 2.1041, 3.3252], [-0.8435, 1.6995, 2.2031], [0.2271, 3.1168, 3.6168], [-0.9558, 0.2728, 2.2230], [-0.2832, -0.2023, 3.3819], [-0.3050, -1.2372, 3.7400], [0.7149, 0.9006, 5.0742], [-1.3836, 2.3568, 1.5225], [-1.5361, -0.3386, 1.5285], [-1.0975, 0.3473, -0.7432], [-1.9280, 1.3550, -1.3401], [-2.0159, 1.0324, -2.8249], [-1.4668, 2.3396, -1.1545], [-2.9211, 1.3332, -0.8550], [-1.6623, -0.4644, -2.9120], [-1.2833, 1.6364, -3.3746], [-3.0092, 1.2563, -3.2046], [-0.7272, -0.6542, -1.7188], [-1.2272, -0.7487, -3.8685], [-2.5708, -1.0589, -2.7540], [0.3276, -0.4981, -2.0169], [-0.8326, -1.6371, -1.2367], [5.4124, -2.1003, 1.4806], [4.5776, -3.2258, 2.0680], [3.6018, -2.7850, 3.1926], [2.8677, -3.9988, 3.8211], [2.2906, -4.9746, 2.8115], [4.4230, -2.1582, 4.3396], [5.2757, -2.7749, 4.9619], [4.1527, -0.8433, 4.6611], [3.3006, 0.0379, 4.0023], [3.2384, 1.2176, 4.3605], [2.5400, -0.4849, 2.9791], [2.5763, -1.7911, 2.6026], [1.7564, -2.1788, 1.7471], [4.7990, -1.3807, 0.9205], [6.1355, -2.5372, 0.7789], [5.9792, -1.5722, 2.2613], [3.9847, -3.7122, 1.2828], [5.2397, -3.9904, 2.5019], [3.5772, -4.5263, 4.4783], [2.0734, -3.6028, 4.4746], [3.0887, -5.5544, 2.3332], [1.6214, -5.6706, 3.3276], [1.7319, -4.4192, 2.0494], [4.6952, -0.4234, 5.4074]],
  "mulliken_charge": [-0.497, -0.467, -0.788, 0.288, 0.258, 1.492, 0.305, 0.300, -1.655, 0.379, 0.406, 0.369, -1.726, 0.368, 0.378, 0.404, 0.395, -0.886, -0.108, -0.855, 0.635, -0.137, -1.020, 0.678, 0.478, 0.435, 0.599, -0.265, -0.904, -0.597, 0.469, -0.172, -0.431, 0.454, 0.486, 0.518, 0.537, -0.214, -0.574, -0.024, 0.315, 0.289, -0.646, 0.258, 0.080, -0.429, 0.397, 0.283, 0.133, 0.306, -1.044, -1.235, 2.568, -1.108, -1.336, -0.213, -0.664, 0.063, -0.056, -0.650, 1.050, -0.917, -0.654, 0.073, 0.488, 0.268, 0.418, 0.440, 0.500, 0.394, 0.300, 0.423, 0.303, 0.293]
}